(a)
C3H5ClO | wB97M-V/def2-TZVPD

Each line ends with the Löwdin charge.
Element x y z (Å)
C 0.971 -1.077 -0.512  0.0203
C 0.497 -0.233 0.383  -0.2389
C -0.773 0.436 0.479  -0.6792
O -0.654 1.715 -0.043  -0.0160
Cl -2.182 -0.674 -0.229  0.4748
H 2.041 -1.279 -0.391  0.0673
H 0.339 -1.523 -1.297  0.0637
H 1.075 0.378 1.041  0.1095
H -0.945 0.509 1.520  0.0972
H -0.370 1.746 -0.951  0.1013

2S+1: 1
SMILES string: C=C[C@@H](O)Cl
Frontier orbital gap, eV: 11.126

=====

(b)
C3H5ClO | wB97M-V/def2-TZVPD

Each line ends with the Löwdin charge.
Element x y z (Å)
C -0.086 1.796 -0.122  0.0010
C -0.135 0.486 0.227  -0.6546
Cl -1.522 -0.579 -0.065  0.5932
C 1.187 -0.320 0.649  -0.2807
O 1.962 -0.553 -0.504  -0.1108
H 0.882 2.232 -0.156  0.0609
H -0.995 2.281 -0.381  0.0477
H 1.871 0.330 1.170  0.1052
H 1.037 -1.231 1.246  0.1081
H 1.590 -1.107 -1.261  0.1299

2S+1: 1
SMILES string: C=C(Cl)CO
Frontier orbital gap, eV: 10.448

=====

The least stable of them is (b).

=====

(a)
C4H7BOS | wB97M-V/def2-TZVPD

Each line ends with the Löwdin charge.
Element x y z (Å)
C -1.386 -1.202 -0.440  -0.1617
C 0.096 -1.018 -0.421  -0.1960
B 0.570 0.504 0.127  -0.6416
O 1.747 1.176 -0.107  0.0135
C 1.949 2.386 0.436  -0.2054
C 0.893 2.775 1.238  -0.3863
S -0.356 1.510 1.328  0.9836
H -1.650 -2.065 -0.955  0.0418
H -1.905 -1.303 0.661  0.1261
H -1.910 -0.255 -0.565  0.0536
H 0.635 -1.605 0.333  0.0990
H 0.402 -1.349 -1.343  0.0572
H 2.756 2.940 0.049  0.1086
H 0.943 3.683 1.971  0.1076

2S+1: 1
SMILES string: CCB1OC=CS1
Frontier orbital gap, eV: 9.499

=====

(b)
C4H7BOS | wB97M-V/def2-TZVPD

Each line ends with the Löwdin charge.
Element x y z (Å)
C -1.780 0.233 0.418  -0.0935
C -0.347 -0.187 0.958  -0.1405
B 0.723 -0.152 -0.146  -0.9045
O 0.997 -1.231 -0.889  0.0520
C 1.972 -1.011 -1.844  -0.1987
C 2.416 0.240 -1.950  -0.3699
S 1.577 1.220 -0.763  1.0712
H -2.002 -0.279 -0.421  0.0382
H -2.468 -0.065 1.179  0.0660
H -1.932 1.228 0.307  0.0357
H -0.106 0.473 1.782  0.0893
H -0.774 -1.243 1.209  0.1370
H 2.327 -1.970 -2.417  0.1648
H 3.165 0.635 -2.558  0.0530

2S+1: 1
SMILES string: CCB1OC=CS1
Frontier orbital gap, eV: 9.669

=====

The least stable of them is (a).

=====

(a)
C3H6N3 | wB97M-V/def2-TZVPD

Each line ends with the Löwdin charge.
Element x y z (Å)
C 1.640 0.088 0.688  -0.0849
C 0.045 -0.942 -0.321  -0.0631
C -1.530 0.860 -0.291  -0.0134
N 0.652 0.937 0.679  0.1826
N 1.314 -1.082 0.051  0.1436
N -0.314 0.249 -0.020  -0.1909
H 2.590 0.358 1.215  0.1718
H -0.864 -1.852 -0.893  0.3045
H -1.679 1.744 0.352  0.1201
H -1.323 1.135 -1.399  0.1496
H -2.479 0.346 -0.283  0.1021
H 1.949 -1.842 0.224  0.1782

2S+1: 1
Net charge: +1
Frontier orbital gap, eV: 12.185

=====

(b)
C3H6N3 | wB97M-V/def2-TZVPD

Each line ends with the Löwdin charge.
Element x y z (Å)
C -4.436 0.154 0.622  0.0232
C 2.550 -0.245 0.333  -0.0056
C 0.309 0.249 -0.448  -0.0907
N -3.399 0.025 0.124  0.0642
N 1.246 0.290 0.215  0.1623
N -0.885 0.450 -0.868  0.1872
H -5.499 0.311 0.962  0.1132
H 2.840 -0.526 -0.655  0.1001
H 2.514 -1.092 1.001  0.1125
H 3.174 0.522 0.717  0.0945
H -1.854 -0.005 -0.756  0.0837
H -1.072 1.257 -1.478  0.1553

2S+1: 1
Net charge: +1
Frontier orbital gap, eV: 12.008

=====

(c)
C3H6N3 | wB97M-V/def2-TZVPD

Each line ends with the Löwdin charge.
Element x y z (Å)
C 2.174 0.085 -0.388  -0.0119
C -1.642 -0.268 0.396  -0.1442
C 1.443 -0.858 0.336  0.1063
N 1.799 0.502 0.751  0.2210
N -0.656 -0.527 -0.562  0.0086
N -1.046 0.768 -0.349  -0.0142
H 2.585 0.335 -1.287  0.1125
H -2.580 -0.601 0.092  0.1097
H -1.361 -0.401 1.434  0.1332
H 1.443 -1.832 0.549  0.0835
H -1.584 1.233 -1.129  0.2056
H -0.575 1.563 0.156  0.1901

2S+1: 1
Net charge: +1
Frontier orbital gap (spin up / spin down), eV: 8.969 / 8.968

=====

(d)
C3H6N3 | wB97M-V/def2-TZVPD

Each line ends with the Löwdin charge.
Element x y z (Å)
C -0.850 0.491 -0.346  -0.0318
N 0.258 -0.161 -1.115  0.0827
C 0.821 -0.777 0.180  0.0063
C -0.025 0.234 0.977  -0.3781
N -0.027 1.306 1.981  0.1912
N -0.832 0.407 2.167  0.1747
H -1.734 -0.115 -0.456  0.1249
H -1.180 1.492 -0.808  0.1656
H 0.172 -0.840 -1.918  0.2143
H 1.006 0.432 -1.437  0.1700
H 1.974 -0.771 0.431  0.1865
H 0.416 -1.699 0.343  0.0938

2S+1: 1
SMILES string: C1[NH2+]CC12N=N2
Net charge: +1
Frontier orbital gap, eV: 10.903

=====

The least stable of them is (c).